1.
Molecular formula: C36H35BrN3O9S2SbW
Method: DFT, ωB97M-V/def2-TZVPD

Cartesian coordinates (Å):
W1 -1.740 -0.440 -0.467
O1 -1.047 2.943 0.768
C1 -1.688 2.208 -0.243
O2 -2.367 1.190 0.334
C2 -2.556 3.177 -1.085
O3 -3.194 2.586 -2.188
C3 -4.379 1.858 -1.884
C4 -3.962 0.538 -1.277
O4 -2.925 -0.002 -1.883
O5 -4.449 -0.007 -0.291
H1 -1.676 3.097 1.511
H2 -3.286 3.650 -0.400
H3 -1.884 3.953 -1.487
H4 -5.056 2.400 -1.190
H5 -4.896 1.689 -2.850
Br1 -4.411 -2.546 -1.742
C5 -3.911 -2.713 0.069
C6 -4.681 -3.491 0.918
C7 -4.321 -3.618 2.267
C8 -3.169 -2.976 2.697
C9 -2.438 -2.215 1.794
N1 -2.789 -2.050 0.458
C10 -1.225 -1.496 2.173
O6 -0.537 -1.744 3.157
O7 -0.890 -0.567 1.266
H6 -5.568 -3.979 0.494
H7 -4.944 -4.194 2.962
H8 -2.808 -3.033 3.731
N2 -0.670 -4.186 -6.884
C11 -1.386 -4.496 -5.786
O8 -2.117 -5.482 -5.690
C12 -1.260 -3.570 -4.612
C13 -1.332 -4.125 -3.333
C14 -1.369 -3.290 -2.232
N3 -1.395 -1.944 -2.336
C15 -1.298 -1.411 -3.564
C16 -1.218 -2.187 -4.718
H9 -0.754 -4.773 -7.710
H10 -0.092 -3.346 -6.922
H11 -1.394 -5.218 -3.213
H12 -1.421 -3.713 -1.238
H13 -1.298 -0.329 -3.644
H14 -1.180 -1.672 -5.690
C17 1.816 -2.580 1.073
S1 1.742 -1.443 -0.328
C18 2.447 -2.584 -1.557
O9 0.252 -1.412 -0.697
H15 1.325 -3.535 0.793
H16 1.297 -2.121 1.928
H17 2.889 -2.750 1.316
H18 1.829 -3.508 -1.606
H19 3.490 -2.811 -1.251
H20 2.450 -2.077 -2.542
S2 -0.409 1.411 -1.351
Sb1 1.232 1.459 1.191
C19 0.996 1.770 3.393
C20 0.970 3.005 4.021
C21 0.894 3.072 5.408
C22 0.843 1.918 6.172
C23 0.895 0.683 5.544
C24 0.971 0.613 4.159
C25 1.680 3.391 0.218
C26 1.297 4.600 0.783
C27 1.489 5.788 0.087
C28 2.028 5.769 -1.189
C29 2.392 4.561 -1.760
C30 2.223 3.374 -1.055
C31 3.326 0.761 1.272
C32 4.047 0.592 0.096
C33 5.400 0.294 0.138
C34 6.034 0.150 1.364
C35 5.317 0.307 2.537
C36 3.961 0.617 2.493
H21 1.054 3.936 3.449
H22 0.866 4.058 5.886
H23 0.775 1.988 7.266
H24 0.879 -0.244 6.130
H25 0.998 -0.367 3.684
H26 0.815 4.633 1.760
H27 1.196 6.733 0.551
H28 2.153 6.706 -1.746
H29 2.794 4.529 -2.780
H30 2.482 2.428 -1.548
H31 3.555 0.727 -0.874
H32 5.954 0.189 -0.806
H33 7.106 -0.081 1.405
H34 5.814 0.206 3.506
H35 3.414 0.766 3.429

Summary:
Multiplicity ... 3
Max |F| ... 5.14 eV/Å
Orbital gap (spin up / spin down) ... 0.2148 / 0.2255 Eh
HOMO energy (spin up / spin down) ... -0.47567 / -0.49974 Ha
Total energy ... -5911.44514 hartree
Molar mass ... 1103.3 Da
ΔE to the lowest compared entry with this formula, charge and spin ... 0.0 kcal/mol
Expectation value of S² ... 2.011
Net charge ... +2

2.
Molecular formula: H16O8
Method: DFT, ωB97M-V/def2-TZVPD

Cartesian coordinates (Å):
O1 -18.132 7.912 -15.749
H1 -18.412 7.290 -15.077
H2 -17.847 8.658 -15.248
O2 -14.552 9.800 -12.922
H3 -14.401 10.014 -11.994
H4 -13.811 9.263 -13.170
O3 -11.893 6.872 -16.332
H5 -11.811 5.957 -16.519
H6 -12.689 6.847 -15.762
O4 -17.511 9.904 -13.313
H7 -16.645 9.736 -13.110
H8 -17.454 10.861 -13.344
O5 -16.272 6.100 -16.729
H9 -17.112 6.121 -17.179
H10 -16.315 6.930 -16.220
O6 -12.712 10.218 -16.918
H11 -12.959 9.884 -17.752
H12 -13.327 9.737 -16.313
O7 -14.875 8.854 -15.592
H13 -14.857 9.485 -14.895
H14 -14.649 8.125 -15.024
O8 -13.950 6.805 -14.166
H15 -14.245 5.931 -14.454
H16 -14.001 6.878 -13.234

Summary:
Multiplicity ... 1
Structure (SMILES) ... O.O.O.O.O.O.O.O
Max |F| ... 4.04 eV/Å
Orbital gap ... 0.3650 Eh
HOMO energy ... -0.38008 Ha
Total energy ... -611.49072 hartree
Molar mass ... 144.1 Da
ΔE to the lowest compared entry with this formula, charge and spin ... 57.7 kcal/mol

3.
Molecular formula: C22H22AgF6N3O6S4
Method: DFT, ωB97M-V/def2-TZVPD

Cartesian coordinates (Å):
Ag1 0.145 0.219 -1.428
C1 2.573 -3.480 0.239
C2 2.403 -2.299 -0.698
N1 1.236 -2.068 -1.226
N2 0.326 -3.059 -1.018
C3 -0.925 -2.835 -1.112
S1 -1.833 -1.408 -1.301
S2 -1.886 -4.340 -0.826
C4 -2.515 -3.834 0.832
C5 -1.497 -4.123 1.879
C6 -1.440 -5.387 2.461
C7 -0.487 -5.693 3.413
C8 0.435 -4.735 3.801
C9 0.397 -3.478 3.222
C10 -0.559 -3.171 2.268
C11 3.557 -1.486 -0.984
C12 4.832 -1.999 -0.712
C13 5.990 -1.290 -0.934
C14 5.906 0.009 -1.431
C15 4.682 0.552 -1.713
C16 3.451 -0.159 -1.547
O1 2.373 0.402 -1.897
H1 1.610 -3.733 0.677
H2 3.282 -3.257 1.032
H3 2.924 -4.348 -0.318
H4 -3.428 -4.407 0.989
H5 -2.735 -2.772 0.735
H6 -2.156 -6.134 2.147
H7 -0.461 -6.680 3.857
H8 1.187 -4.974 4.542
H9 1.124 -2.732 3.513
H10 -0.572 -2.189 1.817
H11 4.935 -3.017 -0.358
H12 6.954 -1.738 -0.716
H13 6.817 0.576 -1.605
H14 4.606 1.547 -2.129
C17 -0.169 4.461 0.262
C18 0.393 3.388 1.206
C19 1.458 2.725 0.330
O2 0.913 2.747 -0.960
C20 0.368 4.034 -1.120
H15 0.179 5.461 0.520
H16 -1.257 4.464 0.261
H17 -0.388 2.666 1.434
H18 0.797 3.798 2.131
H19 1.679 1.689 0.579
H20 2.393 3.315 0.352
H21 -0.421 3.988 -1.869
H22 1.160 4.725 -1.459
F1 -3.848 0.765 -2.710
C21 -4.212 1.185 -1.504
F2 -5.369 1.849 -1.643
F3 -4.490 0.130 -0.741
S3 -2.925 2.281 -0.662
O3 -1.790 1.464 -0.394
O4 -3.646 2.778 0.479
N3 -2.579 3.417 -1.683
S4 -3.567 4.572 -2.048
O5 -2.824 5.723 -2.474
O6 -4.659 4.168 -2.884
C22 -4.434 5.246 -0.492
F4 -4.905 6.462 -0.840
F5 -5.495 4.559 -0.079
F6 -3.617 5.458 0.541

Summary:
Multiplicity ... 1
Max |F| ... 1.28 eV/Å
Orbital gap ... 0.2275 Eh
HOMO energy ... -0.06905 Ha
Total energy ... -3806.20374 hartree
Molar mass ... 774.6 Da
Net charge ... -2

4.
Molecular formula: C15H46BN7O9
Method: DFT, ωB97M-V/def2-TZVPD

Cartesian coordinates (Å):
N1 -0.645 -0.544 0.849
H1 -1.288 -1.041 0.250
H2 -0.958 -0.640 1.804
H3 -0.444 0.432 0.682
H4 0.213 -1.066 0.952
B1 5.059 0.524 3.405
H5 6.021 0.080 3.607
H6 4.982 0.831 2.374
H7 4.451 -0.361 3.503
H8 4.821 1.304 4.112
C1 3.628 -3.693 -1.504
O1 3.241 -3.521 -2.669
O2 4.734 -4.201 -1.176
O3 3.064 -3.014 -0.576
C2 5.325 6.547 0.286
O4 3.991 6.328 -0.116
C3 3.506 5.165 0.565
C4 2.310 4.604 -0.190
N2 1.629 3.658 0.636
C5 0.540 4.112 1.510
C6 -0.603 4.718 0.699
O5 -1.292 3.587 0.143
C7 -2.517 3.867 -0.450
H9 5.752 7.488 -0.058
H10 6.038 5.785 -0.030
H11 5.370 6.639 1.371
H12 3.219 5.501 1.561
H13 4.372 4.509 0.645
H14 2.491 4.217 -1.193
H15 1.593 5.350 -0.533
H16 2.280 3.084 1.152
H17 0.918 4.766 2.296
H18 -0.040 3.366 2.055
H19 -0.342 5.511 -0.001
H20 -1.327 5.259 1.309
H21 -3.225 3.950 0.375
H22 -2.607 2.937 -1.011
H23 -2.432 4.767 -1.059
C8 -4.294 -4.301 -5.435
O6 -4.706 -3.261 -4.568
C9 -3.814 -2.857 -3.537
C10 -3.484 -4.030 -2.578
N3 -2.446 -3.586 -1.649
C11 -2.419 -4.547 -0.548
C12 -3.482 -4.672 0.472
O7 -4.140 -3.484 0.803
C13 -4.957 -3.525 1.978
H24 -4.483 -5.248 -4.929
H25 -3.234 -4.286 -5.691
H26 -4.793 -4.285 -6.403
H27 -4.417 -2.045 -3.130
H28 -2.920 -2.312 -3.839
H29 -3.225 -4.937 -3.125
H30 -4.425 -4.289 -2.093
H31 -1.492 -3.541 -1.977
H32 -1.502 -4.336 0.003
H33 -2.439 -5.526 -1.027
H34 -2.951 -5.126 1.309
H35 -4.264 -5.280 0.016
H36 -5.579 -2.630 2.001
H37 -4.374 -3.558 2.899
H38 -5.528 -4.452 2.022
C14 0.733 -1.008 6.350
O8 0.270 -1.478 5.315
N4 1.798 -0.284 6.574
N5 0.060 -1.028 7.456
H39 2.499 -0.334 5.848
H40 1.979 0.113 7.485
H41 0.466 -0.824 8.358
H42 -0.903 -1.325 7.510
C15 1.028 0.580 -5.448
O9 0.668 1.550 -6.077
N6 1.451 -0.535 -6.017
N7 1.252 0.571 -4.160
H43 1.361 -0.759 -6.998
H44 2.088 -1.085 -5.459
H45 1.121 1.386 -3.577
H46 1.669 -0.230 -3.708

Summary:
Multiplicity ... 1
Max |F| ... 6.82 eV/Å
Orbital gap ... 0.0820 Eh
HOMO energy ... 0.03880 Ha
Total energy ... -1684.03713 hartree
Molar mass ... 479.4 Da
ΔE to the lowest compared entry with this formula, charge and spin ... 201.7 kcal/mol
Net charge ... -2

5.
Molecular formula: C3H9N5O
Method: DFT, ωB97M-V/def2-TZVPD

Cartesian coordinates (Å):
C1 0.551 -1.011 0.352
C2 -0.977 -0.439 1.160
C3 -0.170 -0.045 -0.584
N1 0.304 1.796 -1.890
N2 -0.747 0.425 2.163
N3 1.747 -0.591 0.933
N4 -0.927 -0.661 -1.609
N5 0.325 1.177 -0.649
O1 -1.986 -1.102 1.020
H1 0.351 -2.080 0.334
H2 0.224 1.168 -2.691
H3 1.104 2.411 -1.970
H4 0.123 0.937 2.125
H5 -1.423 0.505 2.905
H6 2.497 -1.268 0.974
H7 2.016 0.347 0.655
H8 -1.353 -1.520 -1.278
H9 -1.658 -0.046 -1.950

Summary:
Multiplicity ... 1
Max |F| ... 4.47 eV/Å
Orbital gap (spin up / spin down) ... 0.2885 / 0.2886 Eh
HOMO energy (spin up / spin down) ... -0.25659 / -0.25663 Ha
Total energy ... -468.64217 hartree
Molar mass ... 131.1 Da
ΔE to the lowest compared entry with this formula, charge and spin ... 52.7 kcal/mol

6.
Molecular formula: C21H23N5O2
Method: DFT, ωB97M-V/def2-TZVPD

Cartesian coordinates (Å):
C1 3.567 3.943 1.882
C2 3.748 2.819 0.870
C3 2.813 2.987 -0.326
C4 3.043 1.926 -1.400
N1 2.804 0.587 -0.894
C5 1.540 0.177 -0.597
N2 0.405 0.887 -0.753
C6 -0.570 0.094 -0.332
N3 -0.119 -1.111 0.091
C7 1.252 -1.078 -0.077
C8 2.282 -2.030 0.212
O1 2.179 -3.143 0.687
N4 3.524 -1.501 -0.129
C9 3.859 -0.265 -0.657
O2 5.009 0.023 -0.894
H1 4.319 -2.108 0.040
C10 -0.787 -2.343 0.452
H2 -0.255 -2.736 1.326
C11 -0.691 -3.380 -0.689
C12 -1.958 -4.245 -0.573
H3 -2.590 -4.108 -1.451
C13 -2.683 -3.740 0.678
H4 -2.323 -4.267 1.562
H5 -3.761 -3.870 0.615
C14 -2.279 -2.270 0.756
H6 -2.799 -1.711 -0.022
H7 -2.497 -1.822 1.723
H8 -1.718 -5.303 -0.497
H9 -0.658 -2.865 -1.651
H10 0.219 -3.967 -0.588
C15 -1.949 0.590 -0.289
C16 -2.557 0.870 0.933
C17 -3.833 1.393 0.972
C18 -4.512 1.651 -0.220
C19 -3.897 1.395 -1.446
C20 -2.619 0.875 -1.476
H11 -2.130 0.682 -2.418
H12 -4.424 1.609 -2.364
C21 -5.823 2.180 -0.185
N5 -6.887 2.604 -0.155
H13 -4.309 1.612 1.916
H14 -2.021 0.684 1.852
H15 4.078 1.946 -1.747
H16 2.362 2.094 -2.238
H17 2.975 3.966 -0.780
H18 1.773 2.934 0.003
H19 4.782 2.802 0.520
H20 3.551 1.861 1.357
H21 3.791 4.906 1.426
H22 2.543 3.968 2.246
H23 4.232 3.804 2.731

Summary:
Multiplicity ... 1
Structure (SMILES) ... CCCCn1c(=O)[nH]c(=O)c2c1nc(-c1ccc(C#N)cc1)n2C1CCCC1
Max |F| ... 1.40 eV/Å
Orbital gap ... 0.3087 Eh
HOMO energy ... -0.31610 Ha
Total energy ... -1238.37904 hartree
Molar mass ... 377.4 Da
ΔE to the lowest compared entry with this formula, charge and spin ... 0.0 kcal/mol

7.
Molecular formula: C14H30ClO10S
Method: DFT, ωB97M-V/def2-TZVPD

Cartesian coordinates (Å):
O1 -5.130 -2.035 -4.465
C1 -5.505 -1.943 -5.589
Cl1 -4.591 -0.960 -6.791
C2 -6.851 -2.681 -5.956
S1 -8.171 -1.365 -5.783
O2 -8.087 -0.456 -6.938
O3 -9.494 -1.991 -5.629
O4 -7.772 -0.635 -4.476
H1 -6.855 -3.053 -7.010
H2 -7.092 -3.477 -5.204
C3 -3.824 -0.479 -2.675
O5 -2.826 0.132 -1.864
C4 -3.224 0.329 -0.520
C5 -2.116 -0.054 0.451
O6 -1.838 -1.451 0.540
C6 -1.263 -2.083 -0.600
C7 0.156 -1.649 -0.943
O7 0.184 -0.327 -1.462
C8 1.229 0.465 -0.941
H3 -4.527 0.276 -3.038
H4 -3.326 -0.931 -3.531
H5 -4.357 -1.270 -2.143
H6 -4.125 -0.246 -0.282
H7 -3.452 1.396 -0.398
H8 -2.445 0.237 1.453
H9 -1.202 0.510 0.260
H10 -1.926 -2.004 -1.461
H11 -1.225 -3.147 -0.345
H12 0.546 -2.312 -1.725
H13 0.793 -1.744 -0.057
H14 1.342 0.333 0.140
H15 0.981 1.511 -1.122
H16 2.170 0.233 -1.453
C9 3.840 4.119 3.947
O8 4.525 3.086 3.268
C10 5.811 2.803 3.801
C11 6.055 1.304 3.902
O9 5.290 0.624 4.894
C12 3.881 0.530 4.694
C13 3.442 -0.333 3.519
O10 3.741 0.292 2.278
C14 4.286 -0.585 1.315
H17 4.163 5.096 3.573
H18 2.774 4.001 3.742
H19 3.981 4.061 5.030
H20 5.942 3.255 4.790
H21 6.551 3.240 3.120
H22 7.098 1.163 4.200
H23 5.952 0.815 2.932
H24 3.430 1.521 4.652
H25 3.496 0.060 5.604
H26 2.354 -0.460 3.564
H27 3.910 -1.319 3.592
H28 5.038 -1.252 1.748
H29 4.779 0.017 0.551
H30 3.489 -1.167 0.841

Summary:
Multiplicity ... 1
Max |F| ... 5.04 eV/Å
Orbital gap ... 0.2626 Eh
HOMO energy ... -0.19067 Ha
Total energy ... -2162.14214 hartree
Molar mass ... 425.9 Da
Net charge ... -1

8.
Molecular formula: C6H4Cl2CoN2O3Y
Method: DFT, ωB97M-V/def2-TZVPD

Cartesian coordinates (Å):
Co1 -0.430 -0.449 -4.431
Y1 1.052 0.709 0.080
Cl1 -0.252 -1.038 -2.283
Cl2 -0.405 2.582 -0.435
C1 2.268 2.575 0.991
C2 0.783 -1.526 -5.100
C3 0.446 1.040 -4.657
O1 2.680 3.615 1.287
O2 1.486 -2.453 -5.162
O3 1.070 2.034 -4.625
N1 -1.529 -0.449 3.424
C4 -1.021 -1.716 3.111
C5 -0.278 -1.555 1.978
N2 -0.304 -0.195 1.606
C6 -1.075 0.431 2.521
H1 -2.153 -0.225 4.200
H2 -1.233 -2.607 3.670
H3 0.251 -2.246 1.356
H4 -1.357 1.472 2.468

Summary:
Multiplicity ... 5
Max |F| ... 12.72 eV/Å
Orbital gap (spin up / spin down) ... 0.3496 / 0.2116 Eh
HOMO energy (spin up / spin down) ... -0.89902 / -0.89936 Ha
Total energy ... -2906.00260 hartree
Molar mass ... 370.9 Da
Expectation value of S² ... 6.023
Net charge ... +4

9.
Molecular formula: C2H3F2IO2
Method: DFT, ωB97M-V/def2-TZVPD

Cartesian coordinates (Å):
C1 0.672 0.154 0.419
C2 -0.754 0.568 -0.084
O1 1.399 -0.187 -0.751
O2 0.676 -0.951 1.203
F1 -2.954 -1.097 -1.565
F2 -0.761 1.878 -0.302
I1 -2.329 -0.516 0.471
H1 1.036 1.035 0.951
H2 1.593 0.639 -1.221
H3 1.422 -1.523 0.878

Summary:
Multiplicity ... 1
Max |F| ... 2.30 eV/Å
Orbital gap (spin up / spin down) ... 0.3023 / 0.2865 Eh
HOMO energy (spin up / spin down) ... -0.33784 / -0.33925 Ha
Total energy ... -725.76310 hartree
Molar mass ... 223.9 Da
ΔE to the lowest compared entry with this formula, charge and spin ... 72.5 kcal/mol

10.
Molecular formula: C4H12N2O
Method: DFT, ωB97M-V/def2-TZVPD

Cartesian coordinates (Å):
C1 -0.761 -0.709 -0.549
C2 0.282 -0.028 -1.382
C3 0.852 1.265 0.175
C4 1.441 1.328 1.565
N1 -0.965 -2.091 -0.919
N2 -0.262 -0.736 0.825
O1 -1.936 0.075 -0.445
H1 -2.632 -0.288 -1.006
H2 -1.683 -2.487 -0.321
H3 -1.298 -2.122 -1.875
H4 -0.875 -0.498 1.605
H5 0.549 -1.344 0.868
H6 1.096 -0.673 -1.710
H7 -0.125 0.629 -2.149
H8 -0.053 1.856 0.081
H9 1.571 1.671 -0.528
H10 2.210 0.568 1.721
H11 1.911 2.310 1.701
H12 0.678 1.272 2.344

Summary:
Multiplicity ... 1
Max |F| ... 4.08 eV/Å
Orbital gap ... 0.3147 Eh
HOMO energy ... -0.28565 Ha
Total energy ... -344.23239 hartree
Molar mass ... 104.2 Da
ΔE to the lowest compared entry with this formula, charge and spin ... 95.8 kcal/mol

11.
Molecular formula: C6H16N
Method: DFT, ωB97M-V/def2-TZVPD

Cartesian coordinates (Å):
C1 -2.431 0.977 0.311
C2 -1.518 -0.165 -0.066
C3 -0.724 0.004 -1.236
C4 -0.078 -0.331 0.577
C5 0.315 -1.831 0.676
C6 1.697 -2.084 1.265
N1 1.589 2.478 -1.623
H1 -2.766 1.012 1.346
H2 -3.289 1.043 -0.350
H3 -1.870 1.911 0.153
H4 -2.038 -1.122 -0.011
H5 -0.389 1.039 -1.305
H6 -0.370 -0.723 -1.953
H7 0.780 0.272 0.237
H8 -0.269 0.086 1.570
H9 0.291 -2.249 -0.338
H10 -0.449 -2.384 1.221
H11 2.550 -2.021 0.597
H12 1.789 -1.401 2.126
H13 1.706 -3.035 1.792
H14 2.579 2.310 -1.469
H15 1.383 3.263 -1.003
H16 1.510 2.952 -2.518

Summary:
Multiplicity ... 1
Max |F| ... 2.86 eV/Å
Orbital gap ... 0.3353 Eh
HOMO energy ... -0.52631 Ha
Total energy ... -292.62623 hartree
Molar mass ... 102.2 Da
ΔE to the lowest compared entry with this formula, charge and spin ... 61.5 kcal/mol
Net charge ... +1